# 1
{"formula": "C34H23BrCl3N8NiO", "method": "ωB97M-V with the def2-TZVPD basis set", "species": ["Ni", "Br", "C", "C", "C", "C", "C", "C", "N", "N", "C", "C", "C", "C", "O", "C", "N", "C", "C", "C", "C", "H", "H", "H", "H", "H", "H", "H", "H", "H", "C", "C", "N", "C", "C", "C", "C", "C", "C", "C", "C", "C", "N", "C", "H", "H", "H", "H", "H", "H", "H", "H", "N", "C", "C", "C", "N", "C", "C", "H", "H", "H", "H", "H", "H", "Cl", "C", "Cl", "Cl", "C", "N"], "xyz": [[0.803, -1.085, -1.475], [-0.480, 6.879, 9.084], [-0.335, 5.690, 7.613], [-1.466, 5.371, 6.872], [-1.359, 4.495, 5.812], [-0.116, 3.937, 5.478], [1.016, 4.282, 6.236], [0.906, 5.148, 7.298], [-0.066, 3.081, 4.410], [1.015, 2.573, 4.024], [1.234, 1.827, 2.951], [2.532, 1.275, 2.814], [2.920, 0.531, 1.739], [2.022, 0.277, 0.665], [2.322, -0.305, -0.400], [0.652, 0.748, 0.833], [-0.192, 0.356, -0.133], [-1.439, 0.776, -0.084], [-1.913, 1.614, 0.929], [-1.065, 2.003, 1.940], [0.260, 1.549, 1.923], [-2.417, 5.811, 7.135], [-2.235, 4.239, 5.235], [1.963, 3.838, 5.974], [1.776, 5.404, 7.882], [3.232, 1.473, 3.612], [3.923, 0.141, 1.663], [-2.096, 0.449, -0.880], [-2.937, 1.946, 0.913], [-1.392, 2.647, 2.745], [-0.253, 2.410, -3.876], [0.393, 1.581, -2.952], [0.259, 0.271, -2.944], [-0.508, -0.295, -3.898], [-1.182, 0.452, -4.887], [-1.048, 1.850, -4.846], [-1.957, -0.241, -5.864], [-1.981, -1.595, -5.918], [-1.268, -2.382, -4.967], [-1.181, -3.784, -5.011], [-0.491, -4.440, -4.019], [0.053, -3.699, -2.966], [-0.007, -2.384, -2.903], [-0.601, -1.724, -3.909], [-0.117, 3.477, -3.817], [1.035, 2.006, -2.190], [-1.553, 2.463, -5.579], [-2.507, 0.343, -6.585], [-2.544, -2.107, -6.684], [-1.639, -4.329, -5.824], [-0.368, -5.512, -4.039], [0.558, -4.202, -2.153], [-1.814, -4.998, 2.578], [-1.231, -4.138, 1.722], [-1.960, -3.493, 0.711], [-1.311, -2.643, -0.151], [0.000, -2.387, -0.093], [0.700, -2.991, 0.868], [0.143, -3.861, 1.776], [-2.808, -5.132, 2.569], [-1.291, -5.372, 3.350], [-3.021, -3.655, 0.622], [-1.872, -2.147, -0.935], [1.756, -2.758, 0.903], [0.752, -4.333, 2.529], [2.748, 0.036, -5.069], [3.852, -1.071, -4.177], [5.231, -0.149, -3.535], [4.415, -2.339, -5.303], [3.116, -1.654, -3.094], [2.433, -2.042, -2.251]], "mulliken_spin": [1.6939, -0.0001, -0.0009, 0.0005, -0.0008, 0.0002, -0.0006, 0.0004, -0.0030, 0.0016, -0.0020, 0.0034, 0.0039, -0.0097, 0.0586, 0.0012, 0.0754, 0.0091, 0.0037, -0.0019, -0.0015, 0.0000, 0.0000, 0.0000, 0.0000, 0.0002, -0.0003, -0.0012, 0.0002, 0.0000, 0.0022, 0.0017, 0.0246, 0.0191, 0.0015, -0.0036, 0.0001, 0.0008, 0.0020, -0.0033, 0.0037, -0.0044, 0.0375, -0.0117, 0.0002, 0.0000, -0.0001, 0.0000, 0.0002, -0.0002, 0.0004, -0.0005, -0.0014, -0.0038, 0.0050, 0.0008, 0.0491, -0.0023, 0.0040, 0.0000, 0.0000, 0.0003, 0.0002, -0.0002, 0.0003, 0.0034, 0.0049, 0.0001, 0.0011, 0.0342, 0.0039], "lumo_energy_ev": [-3.35, -3.35], "charge": 1, "gap_ev": [5.384, 5.380], "spin_multiplicity": 3, "s2": 2.01}


# 2
{"formula": "C5H11ClFeNOsS", "method": "ωB97M-V with the def2-TZVPD basis set", "species": ["Fe", "Cl", "C", "C", "H", "H", "H", "H", "H", "H", "Os", "C", "C", "H", "H", "H", "H", "H", "S", "C", "N"], "xyz": [[-0.427, 0.040, -1.671], [-1.142, 0.122, -3.762], [-0.156, -1.819, -0.812], [1.472, 0.665, -1.891], [0.819, -2.144, -1.187], [-0.248, -2.182, 0.238], [-1.009, -2.260, -1.352], [2.170, -0.195, -1.991], [1.882, 1.384, -1.154], [1.378, 1.153, -2.885], [-0.403, 0.007, 0.920], [-0.588, 1.726, 1.842], [1.435, 0.172, 0.977], [0.349, 2.263, 2.039], [-1.331, 2.459, 1.463], [-1.009, 1.403, 2.817], [2.004, 1.052, 1.269], [2.102, -0.645, 0.619], [-2.318, -2.143, 2.536], [-2.459, -0.952, 1.431], [-2.523, -0.107, 0.552]], "mulliken_spin": [4.3079, 0.2166, 0.2233, 0.3653, 0.0072, -0.0145, 0.0305, -0.0118, -0.0218, 0.0316, 2.7631, -0.0203, 0.6940, 0.0172, 0.0286, 0.0559, 0.0304, 0.0345, 0.2478, -0.0104, 0.0247], "lumo_energy_ev": [0.15, -3.73], "gap_ev": [7.390, 5.646], "spin_multiplicity": 10, "s2": 24.78}


# 3
{"formula": "C4H10NS", "method": "ωB97M-V with the def2-TZVPD basis set", "species": ["C", "C", "S", "C", "N", "C", "H", "H", "H", "H", "H", "H", "H", "H", "H", "H"], "xyz": [[-0.844, 0.455, -0.979], [-1.830, 0.113, 0.177], [-3.533, -0.112, -0.485], [0.705, 0.227, -0.748], [1.306, 0.892, 0.339], [1.592, -0.058, 1.441], [-0.994, 1.506, -1.217], [-1.157, -0.157, -1.822], [-1.662, -0.746, 0.844], [-1.648, 0.855, 0.987], [0.962, 0.551, -1.742], [1.014, -1.724, -1.194], [1.105, -0.883, -0.808], [1.573, -1.038, 0.996], [0.801, 0.037, 2.220], [2.611, 0.080, 1.992]], "mulliken_charge": [-0.4579, -0.8583, -0.6514, 0.0833, -0.3587, -0.5977, 0.2275, 0.3622, 0.2271, 0.2738, 0.3164, 0.5218, -0.7756, 0.2384, 0.2362, 0.2128], "lumo_energy_ev": 1.93, "charge": -1, "gap_ev": 4.348}


- Which formula does entry 1 have?
  C34H23BrCl3N8NiO